one:
The following is a quantum chemistry calculation of 2 unconnected molecules or ions with the total composition C3H11NO2S, from the Open Molecules 2025 dataset.

Calculated values
Kohn-Sham gap = 9.4 eV
SMILES = OCNCCS.O
spin multiplicity = 1
HOMO level = -8.81 eV

```
18
C3H11NO2S ωB97M-V/def2-TZVPD
O 2.45 -0.14 -1.32
C 1.99 0.95 -0.51
N 0.61 1.28 -0.64
C -0.32 0.19 -0.45
C -1.72 0.71 -0.23
S -2.95 -0.68 0.02
H 2.40 0.09 -2.26
H 2.27 0.61 0.49
H 2.58 1.84 -0.75
H 0.50 1.68 -1.56
H -0.27 -0.63 -1.17
H -0.05 -0.26 0.52
H -1.88 1.44 0.55
H -2.11 1.20 -1.13
H -2.34 -1.06 1.16
O -0.65 -2.14 2.31
H -0.54 -3.05 1.98
H 0.04 -2.03 2.98
```

Here are the natural (NBO) charges for atoms 1 to 2, given in e:
1 O -0.744
2 C 0.090

two:
The following is a quantum chemistry calculation of 2 unconnected molecules or ions with the total composition C3H11NO2S, from the Open Molecules 2025 dataset.

Calculated values
Kohn-Sham gap = 9.5 eV
SMILES = OCNCCS.O
spin multiplicity = 1
HOMO level = -8.84 eV

```
18
C3H11NO2S ωB97M-V/def2-TZVPD
O -0.10 0.86 2.38
C -0.65 -0.36 1.87
N -1.07 -0.18 0.53
C -0.15 -0.50 -0.56
C -0.86 -0.94 -1.81
S 0.19 -2.08 -2.82
H -0.20 0.87 3.34
H -1.47 -0.73 2.47
H 0.15 -1.11 1.90
H -1.47 0.73 0.39
H 0.50 -1.31 -0.20
H 0.47 0.37 -0.77
H -1.13 -0.17 -2.54
H -1.77 -1.48 -1.62
H 0.68 -1.13 -3.63
O 2.27 2.24 -0.02
H 2.41 1.75 0.80
H 2.20 3.16 0.28
```

Here are the natural (NBO) charges for atoms 1 to 2, given in e:
1 O -0.750
2 C 0.100

Most stable: one

one:
The following is a quantum chemistry calculation of 2 unconnected molecules or ions with the total composition C3H12N2O, from the Open Molecules 2025 dataset.

Calculated values
Kohn-Sham gap = 8.2 eV
SMILES = CCNCN.O
spin multiplicity = 1
HOMO level = -7.80 eV

```
18
C3H12N2O ωB97M-V/def2-TZVPD
C -0.85 -1.98 0.30
C 0.05 -1.11 -0.60
N -0.58 0.15 -1.01
C -1.23 0.85 0.06
N -0.28 1.54 0.99
H -1.83 -2.10 -0.20
H -1.06 -1.68 1.23
H -0.22 -2.86 0.32
H 1.00 -0.86 -0.25
H 0.18 -1.63 -1.53
H -0.08 0.84 -1.56
H -1.90 0.00 0.57
H -2.00 1.53 -0.40
H -0.42 2.54 0.85
H 0.63 1.08 0.98
O 2.28 0.47 0.14
H 3.02 1.27 0.12
H 2.74 -0.28 0.38
```

Here are the natural (NBO) charges for atoms 1 to 2, given in e:
1 C -0.619
2 C -0.214

two:
The following is a quantum chemistry calculation of 2 unconnected molecules or ions with the total composition C3H12N2O, from the Open Molecules 2025 dataset.

Calculated values
Kohn-Sham gap = 10.0 eV
SMILES = CNCCN.O
spin multiplicity = 1
HOMO level = -9.16 eV

```
18
C3H12N2O ωB97M-V/def2-TZVPD
C -1.77 0.48 0.25
N -0.41 0.18 0.76
C 0.66 1.10 0.29
C 1.67 0.37 -0.67
N 1.07 -0.43 -1.72
H -2.50 0.24 1.04
H -1.99 1.52 0.04
H -1.98 -0.19 -0.58
H -0.59 0.49 1.71
H 1.19 1.52 1.14
H 0.19 1.87 -0.34
H 2.14 -0.28 0.08
H 2.40 1.16 -0.87
H 0.32 -0.94 -1.25
H 0.57 0.27 -2.29
O -0.23 -2.59 0.43
H 0.04 -1.75 0.87
H -0.77 -3.01 1.10
```

Here are the natural (NBO) charges for atoms 1 to 2, given in e:
1 C -0.423
2 N -0.658

Most stable: two

one:
The following is a quantum chemistry calculation of 2 unconnected molecules or ions with the total composition C3H12N2O, from the Open Molecules 2025 dataset.

Calculated values
Kohn-Sham gap = 9.9 eV
SMILES = NCCCN.O
spin multiplicity = 1
HOMO level = -8.96 eV

```
18
C3H12N2O ωB97M-V/def2-TZVPD
N 1.44 -0.66 -1.97
C 1.26 0.01 -0.66
C -0.22 0.46 -0.56
C -0.68 0.90 0.98
N -2.12 1.16 0.81
H 1.33 -0.03 -2.67
H 2.43 -1.01 -2.10
H 1.54 -0.72 0.21
H 1.94 0.97 -0.56
H -0.88 -0.33 -0.80
H -0.29 1.31 -1.26
H -0.47 0.13 1.70
H -0.15 1.71 1.26
H -2.37 2.11 0.54
H -2.67 0.95 1.54
O -0.22 -2.38 1.56
H 0.52 -1.77 1.30
H -0.41 -2.81 0.68
```

Here are the natural (NBO) charges for atoms 1 to 2, given in e:
1 N -0.831
2 C -0.206

two:
The following is a quantum chemistry calculation of 2 unconnected molecules or ions with the total composition C3H12N2O, from the Open Molecules 2025 dataset.

Calculated values
Kohn-Sham gap = 10.3 eV
SMILES = CCO.NCN
spin multiplicity = 1
HOMO level = -9.45 eV

```
18
C3H12N2O ωB97M-V/def2-TZVPD
C 1.77 -1.16 1.35
C 0.75 -0.65 2.40
O 1.09 -1.03 3.76
H 1.26 -1.78 0.59
H 2.64 -1.69 1.79
H 2.23 -0.33 0.67
H 0.83 0.44 2.40
H -0.35 -1.05 2.26
H 1.91 -1.55 3.90
N -2.17 0.27 -1.51
C -0.93 1.06 -1.88
N -0.88 1.89 -3.17
H -2.19 -0.71 -1.77
H -2.55 0.25 -0.58
H 0.02 0.61 -1.82
H -0.95 1.90 -1.16
H -1.81 2.31 -3.27
H -0.68 1.22 -3.97
```

Here are the natural (NBO) charges for atoms 1 to 2, given in e:
1 C -0.655
2 C -0.062

three:
The following is a quantum chemistry calculation of 2 unconnected molecules or ions with the total composition C3H12N2O, from the Open Molecules 2025 dataset.

Calculated values
Kohn-Sham gap = 10.5 eV
SMILES = NCCCN.O
spin multiplicity = 1
HOMO level = -9.58 eV

```
18
C3H12N2O ωB97M-V/def2-TZVPD
N 1.21 -1.03 -0.30
C 0.97 0.24 -1.06
C 0.02 1.11 -0.22
C -1.47 0.74 -0.54
N -2.25 1.95 -0.11
H 1.93 -1.53 -0.84
H 1.84 -0.72 0.44
H 1.94 0.65 -1.37
H 0.45 -0.10 -1.96
H 0.25 2.16 -0.27
H 0.06 0.77 0.82
H -1.79 0.64 -1.58
H -1.61 -0.23 -0.06
H -3.25 1.80 -0.23
H -2.13 1.99 0.91
O 1.27 -2.84 2.50
H 1.02 -2.07 1.96
H 1.53 -3.54 1.91
```

Here are the natural (NBO) charges for atoms 1 to 2, given in e:
1 N -0.833
2 C -0.220

Most stable: three

one:
The following is a quantum chemistry calculation of 2 unconnected molecules or ions with the total composition C3H12N2O, from the Open Molecules 2025 dataset.

Calculated values
Kohn-Sham gap = 9.5 eV
SMILES = CCO.NCN
spin multiplicity = 1
HOMO level = -8.79 eV

```
18
C3H12N2O ωB97M-V/def2-TZVPD
C 1.02 -1.69 -2.57
C 1.32 -1.64 -1.09
O 0.58 -0.63 -0.40
H 1.27 -2.68 -2.95
H -0.04 -1.54 -2.77
H 1.56 -0.95 -3.16
H 2.38 -1.43 -0.94
H 1.07 -2.57 -0.58
H 0.96 0.23 -0.64
N -0.43 2.38 1.57
C -0.97 1.07 2.01
N -2.39 0.96 1.78
H -0.28 2.42 0.57
H 0.41 2.65 2.07
H -0.39 0.26 1.55
H -0.75 1.01 3.08
H -2.76 1.84 1.45
H -2.55 0.32 1.01
```

Here are the natural (NBO) charges for atoms 1 to 2, given in e:
1 C -0.642
2 C -0.064

two:
The following is a quantum chemistry calculation of 2 unconnected molecules or ions with the total composition C3H12N2O, from the Open Molecules 2025 dataset.

Calculated values
Kohn-Sham gap = 9.4 eV
SMILES = C[C@H](N)CN.O
spin multiplicity = 1
HOMO level = -8.70 eV

```
18
C3H12N2O ωB97M-V/def2-TZVPD
C -1.25 -1.22 -0.83
C -0.30 -0.76 0.20
N 0.74 0.14 -0.43
C 0.25 -1.83 1.11
N 0.29 -1.41 2.56
H -1.06 -0.76 -1.69
H -1.05 -2.31 -0.77
H -2.19 -0.67 -0.74
H -0.69 -0.05 0.91
H 0.56 0.95 -0.92
H 1.61 0.25 0.19
H 1.26 -2.24 0.73
H -0.33 -2.79 1.24
H 0.90 -0.87 3.03
H -0.48 -1.09 3.08
O 0.54 4.79 -2.93
H 0.40 5.61 -2.49
H 0.82 4.24 -2.24
```

Here are the natural (NBO) charges for atoms 1 to 2, given in e:
1 C -0.642
2 C -0.075

Most stable: one

one:
The following is a quantum chemistry calculation of a single C4H8NPS molecule, from the Open Molecules 2025 dataset.

Calculated values
Kohn-Sham gap = 9.3 eV
SMILES = CPC1=NCCS1
spin multiplicity = 1
HOMO level = -8.52 eV

```
15
C4H8NPS ωB97M-V/def2-TZVPD
C 0.99 0.96 2.43
P 0.22 1.98 1.04
C -0.36 0.67 -0.08
N 0.41 0.48 -1.20
C -0.21 -0.47 -2.07
C -1.16 -1.38 -1.30
S -1.74 -0.32 0.05
H 0.13 0.36 2.99
H 1.37 1.71 3.10
H 1.84 0.39 2.13
H 1.20 2.07 0.18
H 0.51 -0.93 -2.62
H -0.86 0.14 -2.72
H -2.09 -1.52 -1.88
H -0.73 -2.24 -0.98
```

Here are the natural (NBO) charges for atoms 1 to 2, given in e:
1 C -0.896
2 P 0.570

two:
The following is a quantum chemistry calculation of 2 unconnected molecules or ions with the total composition C4H8NPS, from the Open Molecules 2025 dataset.

Calculated values
Kohn-Sham gap = 8.1 eV
SMILES = CC=C=N.PC=S
spin multiplicity = 1
HOMO level = -8.63 eV

```
15
C4H8NPS ωB97M-V/def2-TZVPD
C -2.07 1.39 0.30
C -1.26 0.21 0.76
C -1.02 -0.83 0.02
N -0.99 -1.87 -0.62
H -3.05 1.38 0.78
H -2.22 1.36 -0.78
H -1.56 2.32 0.56
H -0.88 0.24 1.77
H -0.24 -2.06 -1.27
P 3.17 -1.56 0.36
C 2.56 0.12 0.11
S 3.49 1.40 -0.23
H 2.27 -2.17 -0.51
H 4.20 -1.50 -0.56
H 1.50 0.27 0.32
```

Here are the natural (NBO) charges for atoms 1 to 2, given in e:
1 C -0.607
2 C -0.432

Most stable: one

one:
The following is a quantum chemistry calculation of 2 unconnected molecules or ions with the total composition C4H14N3O, from the Open Molecules 2025 dataset.

Calculated values
Kohn-Sham gap = 10.9 eV
spin multiplicity = 1
HOMO level = -13.89 eV
charge = +1

```
22
C4H14N3O ωB97M-V/def2-TZVPD
C 0.12 -0.22 1.71
C 1.17 -0.36 2.70
O 0.67 0.76 0.72
H -0.18 -1.20 1.17
H -0.69 0.36 2.13
H 1.72 -1.42 2.88
H 0.69 1.52 1.21
H 0.69 -0.12 3.71
H 2.06 0.26 2.58
C 0.00 1.72 -2.10
C -0.60 -0.50 -1.23
N 0.23 0.39 -1.83
N -1.90 -0.39 -1.00
N -0.12 -1.73 -0.80
H 1.23 0.16 -2.08
H -2.61 -0.07 -1.59
H -2.34 -0.82 -0.17
H 0.86 -2.02 -0.71
H -0.83 -2.57 -0.76
H -1.05 1.94 -2.25
H 0.50 2.01 -3.05
H 0.39 2.31 -1.25
```

Here are the natural (NBO) charges for atoms 1 to 2, given in e:
1 C -0.114
2 C -0.673

two:
The following is a quantum chemistry calculation of 3 unconnected molecules or ions with the total composition C4H14N3O, from the Open Molecules 2025 dataset.

Calculated values
Kohn-Sham gap = 5.6 eV
spin multiplicity = 1
HOMO level = -13.57 eV
charge = +1

```
22
C4H14N3O ωB97M-V/def2-TZVPD
C -2.25 0.33 0.05
C -1.29 0.25 -1.15
C 0.16 0.51 -0.80
C 0.50 1.50 0.15
N 1.76 1.82 0.65
N 1.06 -0.18 -1.43
N -1.70 -0.52 1.13
H -3.17 -0.16 -0.26
H -2.51 1.34 0.36
H -1.59 0.82 -2.03
H -1.32 -0.81 -1.39
H -0.30 1.96 0.72
H 2.18 -0.75 -0.15
H 2.13 2.47 -0.06
H 2.40 1.01 0.56
H 0.80 -0.40 -2.39
H -0.05 -3.43 1.11
H -2.37 -0.63 1.88
H -0.84 -0.17 1.53
H 3.49 -1.41 0.41
H 0.01 -2.90 0.61
O 2.90 -0.67 0.49
```

Here are the natural (NBO) charges for atoms 1 to 2, given in e:
1 C -0.232
2 C -0.478

Most stable: one